No. 1
A structure of composition C30H38Cl6FeNOP2Si, computed with ωB97M-V/def2-TZVPD.

- ΔE to the lowest compared entry with this formula, charge and spin (kJ/mol) = 83.3
- LUMO (spin up / spin down) (eV) = 0.6 / -1.4
- orbital gap (spin up / spin down) (eV) = 7.84 / 5.85
- maximum force (eV/Å) = 1.01
- 2S+1 = 6
- E_HOMO (spin up / spin down) (eV) = -7.26 / -7.25
- total charge = 0

Positions of all 80 atoms, in Å:
Fe: -0.64 -0.59 -0.45
C: -3.61 -0.60 2.82
C: -2.19 -0.72 3.36
C: -1.89 -2.13 3.88
P: -0.93 -0.15 2.14
C: 0.61 -0.27 3.19
C: 1.41 1.02 3.20
C: 1.45 -1.48 2.77
C: -1.16 1.62 1.93
C: -1.75 2.42 2.89
C: -1.62 3.80 2.87
C: -0.81 4.35 1.89
C: -0.23 3.58 0.91
C: -0.45 2.19 0.84
N: 0.05 1.35 -0.14
C: 0.73 1.83 -1.27
C: 0.39 3.01 -1.94
C: 1.08 3.43 -3.06
C: 2.13 2.68 -3.57
C: 2.44 1.47 -2.96
C: 1.74 1.03 -1.85
P: 2.05 -0.59 -1.08
C: 3.76 -0.25 -0.39
C: 3.80 0.92 0.58
C: 4.48 -1.47 0.20
C: 2.56 -1.76 -2.46
C: 1.73 -1.65 -3.74
C: 2.48 -3.20 -1.94
H: -4.33 -0.74 3.63
H: -3.79 0.37 2.35
H: -3.79 -1.36 2.07
H: -2.06 -0.03 4.20
H: -1.92 -2.87 3.08
H: -0.93 -2.19 4.39
H: -2.66 -2.41 4.60
H: 0.24 -0.44 4.20
H: 1.64 1.36 2.19
H: 0.87 1.82 3.70
H: 2.35 0.86 3.74
H: 1.83 -1.35 1.75
H: 2.30 -1.61 3.44
H: 0.87 -2.41 2.78
H: -2.32 1.96 3.70
H: -2.09 4.41 3.62
H: -0.62 5.42 1.90
H: 0.42 4.06 0.19
H: -0.46 3.59 -1.61
H: 0.78 4.35 -3.56
H: 2.69 3.01 -4.44
H: 3.23 0.86 -3.37
H: 4.30 0.04 -1.29
H: 3.56 0.60 1.59
H: 4.82 1.33 0.61
H: 3.13 1.73 0.29
H: 3.91 -1.90 1.03
H: 4.66 -2.24 -0.53
H: 5.44 -1.15 0.60
H: 3.60 -1.52 -2.69
H: 0.69 -1.93 -3.55
H: 1.74 -0.65 -4.18
H: 2.13 -2.35 -4.48
H: 1.45 -3.53 -1.89
H: 3.02 -3.87 -2.62
H: 2.91 -3.32 -0.94
Cl: -6.00 -0.38 -5.30
C: -4.98 -0.33 -3.90
C: -3.62 -0.12 -4.04
C: -2.83 -0.09 -2.91
Cl: -1.14 0.22 -3.10
C: -3.32 -0.27 -1.60
O: -2.54 -0.24 -0.55
C: -4.71 -0.46 -1.53
Cl: -5.44 -0.65 0.03
C: -5.53 -0.50 -2.64
H: -3.18 0.02 -5.02
H: -6.59 -0.65 -2.52
Cl: -3.07 -3.71 0.71
Si: -1.17 -3.03 0.32
Cl: -1.20 -2.90 -1.82
Cl: 0.10 -4.63 0.74

No. 2
A structure of composition C30H38CuN4Sb2, computed with ωB97M-V/def2-TZVPD.

- LUMO (spin up / spin down) (eV) = -6.2 / -6.2
- orbital gap (spin up / spin down) (eV) = 5.70 / 5.98
- maximum force (eV/Å) = 4.13
- 2S+1 = 2
- E_HOMO (spin up / spin down) (eV) = -11.87 / -12.14
- total charge = +2

Positions of all 75 atoms, in Å:
Cu: -12.46 12.42 -12.04
C: -14.63 14.37 -12.52
N: -13.14 14.39 -12.80
C: -12.90 14.40 -14.27
C: -12.46 13.02 -14.88
C: -12.61 12.87 -16.28
C: -12.22 11.64 -16.76
C: -11.88 10.60 -15.86
C: -11.82 10.84 -14.53
N: -12.10 12.07 -14.02
C: -12.31 15.27 -11.95
C: -11.19 14.54 -11.19
C: -10.25 15.41 -10.62
C: -9.20 14.85 -9.84
C: -9.05 13.51 -9.73
C: -10.05 12.56 -10.33
N: -11.08 13.25 -11.08
C: -15.20 13.01 -12.24
C: -16.56 12.79 -12.28
C: -17.03 11.48 -12.00
C: -16.15 10.41 -11.89
C: -14.80 10.74 -11.90
N: -14.40 12.02 -11.99
H: -15.17 14.91 -13.34
H: -14.70 15.01 -11.65
H: -12.12 15.08 -14.50
H: -13.87 14.61 -14.79
H: -13.01 13.69 -16.86
H: -12.05 11.55 -17.85
H: -11.65 9.64 -16.15
H: -11.38 10.14 -13.79
H: -13.01 15.77 -11.25
H: -11.92 16.03 -12.62
H: -10.34 16.45 -10.73
H: -8.44 15.54 -9.47
H: -8.16 13.13 -9.19
H: -10.65 12.03 -9.55
H: -17.25 13.57 -12.34
H: -18.15 11.33 -12.09
H: -16.49 9.35 -11.73
H: -14.07 9.90 -11.89
C: -9.46 6.28 -13.12
Sb: -10.78 4.58 -12.49
C: -11.67 3.88 -14.33
C: -8.85 3.85 -11.35
C: -9.20 3.33 -9.98
C: -9.40 1.90 -9.83
C: -9.76 1.39 -8.63
C: -9.97 2.24 -7.51
C: -9.88 3.60 -7.66
C: -9.56 4.17 -8.92
C: -9.73 5.62 -9.00
Sb: -11.61 6.15 -10.18
C: -9.37 11.44 -11.15
C: -12.79 5.12 -8.66
H: -8.58 5.96 -13.72
H: -9.19 6.89 -12.22
H: -10.07 6.81 -13.81
H: -12.66 4.27 -14.58
H: -11.70 2.76 -14.17
H: -11.02 3.98 -15.20
H: -8.25 4.70 -11.59
H: -8.65 2.95 -12.02
H: -9.30 1.25 -10.72
H: -9.83 0.33 -8.48
H: -10.09 1.72 -6.53
H: -9.95 4.26 -6.79
H: -8.92 6.11 -9.58
H: -9.86 6.13 -8.07
H: -8.65 10.85 -10.48
H: -8.76 11.78 -11.97
H: -10.14 10.73 -11.63
H: -12.48 4.06 -8.68
H: -13.83 5.17 -8.96
H: -12.61 5.66 -7.69

No. 3
A structure of composition C30H38N5OP2Pt, computed with ωB97M-V/def2-TZVPD.

- ΔE to the lowest compared entry with this formula, charge and spin (kJ/mol) = 0.0
- LUMO (eV) = -3.4
- orbital gap (eV) = 7.61
- maximum force (eV/Å) = 1.10
- 2S+1 = 1
- E_HOMO (eV) = -11.04
- total charge = +1

Positions of all 77 atoms, in Å:
Pt: -1.14 0.76 -0.51
O: -1.05 4.96 -0.74
C: -0.68 3.80 -0.82
N: -1.48 2.74 -0.56
C: -2.89 3.04 -0.50
C: -3.64 1.97 -1.25
C: -4.97 2.13 -1.61
C: -5.59 1.16 -2.38
C: -4.85 0.06 -2.80
C: -3.55 -0.05 -2.38
N: -2.95 0.86 -1.60
C: 0.73 3.55 -1.33
C: 1.59 4.64 -1.33
C: 2.89 4.47 -1.78
C: 3.28 3.23 -2.25
C: 2.34 2.20 -2.24
N: 1.10 2.35 -1.79
H: -3.10 4.01 -0.96
H: -3.28 3.10 0.53
H: -5.49 3.02 -1.29
H: -6.62 1.28 -2.67
H: -5.28 -0.70 -3.43
H: -2.93 -0.88 -2.69
H: 1.23 5.59 -0.97
H: 3.58 5.30 -1.78
H: 4.27 3.05 -2.62
H: 2.60 1.22 -2.62
C: 1.50 2.24 1.41
P: 0.37 0.85 1.19
C: 1.51 -0.56 1.03
N: 2.57 -0.62 1.80
C: 3.45 -1.63 1.56
C: 4.61 -1.75 2.37
C: 5.51 -2.74 2.10
C: 5.30 -3.64 1.02
C: 4.20 -3.54 0.23
C: 3.24 -2.53 0.49
N: 2.13 -2.45 -0.28
C: 1.27 -1.50 0.00
P: -0.29 -1.36 -0.96
C: 0.30 -1.25 -2.68
C: -1.07 -3.05 -0.79
C: -2.48 -3.02 -1.38
C: -0.25 -4.11 -1.54
C: -1.16 -3.42 0.69
C: -0.49 0.71 2.83
C: 0.49 0.84 4.00
C: -1.20 -0.64 2.91
C: -1.53 1.83 2.91
H: 2.14 2.00 2.26
H: 0.94 3.15 1.60
H: 2.13 2.37 0.53
H: 4.75 -1.05 3.18
H: 6.39 -2.84 2.71
H: 6.03 -4.41 0.84
H: 4.02 -4.22 -0.59
H: 1.09 -1.97 -2.85
H: 0.66 -0.23 -2.83
H: -0.52 -1.44 -3.37
H: -2.45 -2.82 -2.45
H: -3.12 -2.28 -0.89
H: -2.93 -4.00 -1.27
H: -0.27 -3.94 -2.62
H: -0.71 -5.09 -1.36
H: 0.78 -4.15 -1.22
H: -1.80 -2.71 1.23
H: -0.19 -3.46 1.18
H: -1.62 -4.41 0.78
H: 1.31 0.13 3.93
H: -0.06 0.63 4.93
H: 0.90 1.85 4.09
H: -0.49 -1.47 2.89
H: -1.91 -0.76 2.09
H: -1.75 -0.70 3.85
H: -1.09 2.82 2.77
H: -2.01 1.81 3.89
H: -2.31 1.70 2.15

No. 4
A structure of composition C30H38N6O2P2W, computed with ωB97M-V/def2-TZVPD.

- ΔE to the lowest compared entry with this formula, charge and spin (kJ/mol) = 3.9
- LUMO (spin up / spin down) (eV) = -6.8 / -7.1
- orbital gap (spin up / spin down) (eV) = 6.58 / 6.56
- maximum force (eV/Å) = 0.54
- 2S+1 = 3
- E_HOMO (spin up / spin down) (eV) = -13.37 / -13.69
- total charge = +2

Positions of all 79 atoms, in Å:
W: -0.83 -0.08 0.83
O: -0.75 -1.90 1.43
C: 0.01 -3.00 1.25
C: -0.41 -4.21 1.78
C: 0.38 -5.34 1.59
C: 1.58 -5.26 0.89
C: 2.00 -4.05 0.38
C: 1.22 -2.90 0.55
C: 1.72 -1.66 0.02
N: 1.08 -0.52 0.01
N: 1.82 0.56 -0.47
C: 1.08 1.62 -0.50
O: -0.20 1.55 -0.16
C: 1.65 2.94 -0.81
C: 2.98 3.05 -1.23
C: 3.51 4.30 -1.50
C: 2.72 5.43 -1.36
C: 1.40 5.33 -0.95
C: 0.86 4.08 -0.68
H: -1.34 -4.27 2.33
H: 0.05 -6.28 1.99
H: 2.19 -6.15 0.75
H: 2.94 -3.98 -0.16
H: 2.71 -1.64 -0.41
H: 3.58 2.16 -1.34
H: 4.53 4.39 -1.83
H: 3.13 6.41 -1.58
H: 0.79 6.21 -0.85
H: -0.17 3.99 -0.35
C: 2.17 0.91 2.79
P: 0.37 0.71 2.90
C: 0.10 -0.42 4.29
C: -0.32 2.30 3.44
C: 0.36 3.11 4.34
C: -0.23 4.26 4.83
C: -1.51 4.60 4.43
C: -2.19 3.81 3.52
C: -1.60 2.66 3.01
P: -2.49 1.66 1.79
C: -3.10 2.84 0.55
C: -3.95 1.00 2.63
H: 2.42 1.71 2.10
H: 2.61 -0.02 2.43
H: 2.59 1.13 3.77
H: 0.62 -1.36 4.10
H: -0.97 -0.63 4.40
H: 0.47 0.02 5.21
H: 1.36 2.85 4.68
H: 0.31 4.89 5.53
H: -1.99 5.50 4.82
H: -3.19 4.10 3.22
H: -2.44 2.86 -0.31
H: -3.14 3.84 0.98
H: -4.11 2.56 0.23
H: -4.62 0.52 1.91
H: -4.49 1.81 3.12
H: -3.67 0.27 3.39
C: -2.85 0.21 -1.64
N: -3.58 -0.32 -2.76
C: -4.55 -1.31 -2.27
N: -3.87 -2.41 -1.58
C: -3.14 -1.89 -0.45
N: -2.11 -0.87 -0.88
C: -1.21 -1.56 -1.89
N: -1.95 -2.08 -3.00
C: -2.65 -0.99 -3.67
C: -2.93 -3.05 -2.51
H: -3.55 0.67 -0.94
H: -2.12 0.95 -1.97
H: -5.11 -1.71 -3.12
H: -5.25 -0.83 -1.59
H: -2.62 -2.70 0.06
H: -3.83 -1.41 0.25
H: -0.69 -2.37 -1.37
H: -0.48 -0.82 -2.24
H: -3.20 -1.38 -4.52
H: -1.92 -0.26 -4.04
H: -2.42 -3.87 -2.00
H: -3.49 -3.46 -3.35

No. 5
A structure of composition C30H39BBeBr2Cl5FN3Na2O14S2, computed with ωB97M-V/def2-TZVPD.

- LUMO (eV) = -5.7
- orbital gap (eV) = 2.02
- maximum force (eV/Å) = 6.47
- 2S+1 = 1
- E_HOMO (eV) = -7.76
- total charge = +1

Positions of all 100 atoms, in Å:
C: 6.05 0.41 0.42
C: 6.24 -1.13 0.42
C: 4.95 -1.89 0.11
C: 4.62 -1.95 -1.40
C: 3.38 -2.82 -1.71
C: 2.39 -2.05 -2.68
C: 1.91 -0.61 -2.03
C: 0.49 -0.68 -1.38
N: 0.29 0.50 -0.48
C: -0.05 0.31 0.97
S: 1.69 0.36 1.71
C: -0.59 -1.00 1.55
C: -2.02 -1.44 1.17
C: -2.16 -2.38 -0.04
O: -2.89 -0.34 1.02
C: -0.69 1.68 1.41
N: -1.68 1.66 2.49
C: -1.33 2.13 3.56
S: -1.09 2.95 4.86
C: -0.92 2.67 0.16
N: 0.02 3.76 0.47
C: -0.40 4.64 1.21
O: -0.79 5.48 1.90
C: -2.35 3.12 -0.17
Cl: -3.72 2.35 0.55
C: -2.60 4.12 -1.03
C: -1.60 4.98 -1.75
Cl: -4.27 4.53 -1.41
C: -0.51 1.67 -1.02
F: -1.70 1.07 -1.27
C: 0.29 2.25 -2.16
Cl: 1.87 3.00 -1.78
C: -0.06 2.28 -3.45
C: 0.79 2.89 -4.55
Cl: -1.57 1.66 -3.95
H: 5.53 0.69 1.33
H: 5.51 0.71 -0.48
H: 7.04 0.87 0.46
H: 7.05 -1.43 -0.26
H: 6.52 -1.40 1.44
H: 5.07 -2.91 0.45
H: 4.13 -1.45 0.69
H: 5.50 -2.33 -1.93
H: 4.48 -0.90 -1.71
H: 2.73 -3.19 -0.58
H: 3.71 -3.78 -2.21
H: 1.48 -2.62 -2.86
H: 2.86 -1.86 -3.66
H: 2.66 -0.16 -1.38
H: 1.74 0.07 -2.90
H: 0.40 -1.64 -0.89
H: -0.22 -0.70 -2.21
H: 1.24 0.88 -0.43
H: 1.47 0.08 3.01
H: 0.09 -1.80 1.25
H: -0.52 -0.94 2.63
H: -2.38 -2.03 2.02
H: -1.26 -2.97 -0.21
H: -2.92 -3.12 0.22
H: -2.51 -1.87 -0.94
H: -3.75 -0.65 0.68
H: 0.17 2.12 1.89
H: -1.96 5.16 -2.76
H: -1.60 5.97 -1.27
H: -0.57 4.63 -1.71
H: 1.72 2.35 -4.71
H: 0.19 2.99 -5.46
H: 1.04 3.91 -4.24
O: -2.83 -4.51 2.89
H: -2.41 -5.33 3.17
H: -3.46 -4.33 3.60
Br: 4.34 -4.91 -0.92
C: 2.22 -2.31 6.54
C: 1.17 -1.22 6.44
O: 0.83 -1.26 5.05
C: 1.12 -2.52 4.58
O: 0.83 -2.87 3.49
O: 1.85 -3.20 5.50
H: 2.21 -2.82 7.50
H: 3.23 -1.93 6.34
H: 0.28 -1.44 7.03
H: 1.56 -0.24 6.72
Na: 3.32 0.32 -4.08
Br: 1.22 -3.78 -0.32
Be: 4.47 3.69 -1.36
B: -5.52 -0.08 -2.47
O: -6.76 0.67 -2.77
C: -6.52 1.54 -3.73
O: -7.30 2.31 -4.21
C: -5.05 1.42 -4.12
O: -4.44 2.05 -4.94
O: -4.49 0.47 -3.38
O: -5.09 0.11 -1.07
C: -5.03 -1.09 -0.49
O: -4.70 -1.28 0.65
C: -5.41 -2.14 -1.52
O: -5.45 -3.32 -1.34
O: -5.69 -1.52 -2.67
Cl: -0.64 -4.33 5.18
Na: -4.48 7.02 -0.26

No. 6
A structure of composition C30H39I2N2O2SSr, computed with ωB97M-V/def2-TZVPD.

- ΔE to the lowest compared entry with this formula, charge and spin (kJ/mol) = 0.0
- LUMO (eV) = -2.9
- orbital gap (eV) = 6.92
- maximum force (eV/Å) = 0.16
- 2S+1 = 1
- E_HOMO (eV) = -9.82
- total charge = +1

Positions of all 77 atoms, in Å:
Sr: -0.79 0.92 1.02
I: -0.08 4.38 1.80
C: 1.97 3.88 1.57
I: 2.45 1.93 2.28
H: 2.56 4.59 2.14
H: 2.19 3.91 0.51
C: 1.63 0.87 -2.89
C: 1.73 1.84 -1.72
C: 0.95 3.12 -1.92
C: 1.60 4.28 -2.32
C: 0.89 5.45 -2.55
C: -0.48 5.46 -2.39
C: -1.17 4.32 -1.98
C: -2.67 4.39 -1.80
C: -3.43 4.28 -3.12
C: -0.45 3.14 -1.76
N: -1.08 1.96 -1.28
C: -1.79 1.24 -2.09
C: -2.40 0.01 -1.70
C: -3.13 -0.87 -2.50
C: -3.48 -1.95 -1.69
C: -2.93 -1.66 -0.43
N: -2.28 -0.49 -0.42
H: 2.25 -0.02 -2.72
H: 1.98 1.35 -3.81
H: 0.60 0.55 -3.06
H: 2.78 2.10 -1.56
H: 1.41 1.33 -0.81
H: 2.67 4.26 -2.46
H: 1.41 6.34 -2.86
H: -1.04 6.37 -2.56
H: -2.91 5.34 -1.32
H: -3.00 3.60 -1.12
H: -3.12 5.06 -3.81
H: -4.50 4.37 -2.96
H: -3.24 3.32 -3.61
H: -1.92 1.54 -3.13
H: -3.38 -0.72 -3.54
H: -4.05 -2.81 -1.96
H: -3.00 -2.27 0.46
O: -1.39 0.95 3.37
S: -0.93 1.15 4.80
C: -2.32 0.52 5.81
C: -1.87 -0.79 6.46
C: -0.86 -1.42 5.52
C: 0.10 -0.29 5.17
H: -3.10 0.36 5.06
H: -2.63 1.29 6.50
H: -2.73 -1.43 6.65
H: -1.40 -0.58 7.43
H: -1.35 -1.79 4.62
H: -0.33 -2.26 5.98
H: 0.73 -0.46 4.29
H: 0.73 -0.01 6.01
C: 3.38 -6.70 -1.14
C: 2.70 -5.38 -0.88
C: 1.80 -4.86 -1.80
C: 1.16 -3.65 -1.58
C: 0.19 -3.14 -2.62
C: 1.44 -2.95 -0.39
C: 0.76 -1.69 -0.19
O: 0.82 -0.97 0.81
C: 2.36 -3.46 0.56
C: 2.71 -2.75 1.84
C: 2.97 -4.67 0.28
H: 3.15 -7.08 -2.13
H: 3.07 -7.44 -0.40
H: 4.47 -6.60 -1.05
H: 1.59 -5.41 -2.71
H: 0.10 -3.87 -3.42
H: 0.53 -2.20 -3.06
H: -0.81 -2.97 -2.21
H: 0.13 -1.36 -1.02
H: 3.10 -1.75 1.64
H: 3.47 -3.32 2.38
H: 1.84 -2.63 2.47
H: 3.68 -5.08 1.00

> Number 3 is which compound?

C30H38N5OP2Pt